A molecular structure, C21H58AgN5O6 at a distorted geometry, computed with wB97M-V/def2-TZVPD.

Results
⟨S²⟩   0.75
Max |F|   4.80 eV/A
ΔE to the lowest compared entry with this formula, charge and spin   69.2 kcal per mole
HOMO energy (spin up / spin down)   -11.01 / -11.01 eV
Spin multiplicity   2
E   -1706.59944 a.u.
Net charge   +1

Each line ends with the Löwdin charge.
Atoms and positions in Å:
Ag (-2.178705, 2.618119, 1.344045)  0.795
C (-0.671770, 0.212953, -0.875016)  -0.155
O (-0.869221, 1.132156, 0.130562)  -0.100
H (-1.486694, 0.164864, -1.593230)  0.060
H (0.225047, 0.459341, -1.464635)  0.112
H (-0.409121, -0.744303, -0.407369)  0.070
C (-3.130953, -5.366384, -2.708524)  -0.054
C (-3.194933, -3.842057, -2.666108)  -0.433
C (-1.799073, -3.202401, -2.534479)  -0.221
O (-1.202740, -3.418308, -1.279804)  -0.163
C (0.143767, -3.008187, -1.240779)  -0.118
N (-3.819616, -3.350060, -3.908308)  0.045
H (-2.589476, -5.706307, -3.593045)  0.082
H (-4.143083, -5.761623, -2.670302)  0.081
H (-2.568989, -5.709923, -1.838578)  0.079
H (-3.841348, -3.514985, -1.846584)  0.137
H (-1.860424, -2.153456, -2.858576)  0.100
H (-1.159334, -3.668125, -3.301663)  0.132
H (0.516910, -3.093842, -0.223675)  0.085
H (0.215441, -1.985629, -1.628595)  0.060
H (0.802975, -3.637321, -1.849400)  0.101
H (-3.523803, -2.387705, -4.059879)  0.032
H (-3.230943, -3.826357, -4.599695)  0.073
C (5.230423, -3.176366, 3.272788)  -0.072
C (3.802267, -2.718426, 3.507531)  -0.439
C (3.218288, -2.058026, 2.236114)  -0.216
O (1.989008, -1.465211, 2.544293)  -0.161
C (1.447225, -0.677081, 1.509779)  -0.150
N (2.977653, -3.853596, 3.949947)  0.042
H (5.876783, -2.341713, 2.999617)  0.078
H (5.224752, -3.879727, 2.432534)  0.082
H (5.650549, -3.697522, 4.130585)  0.083
H (3.803966, -1.957366, 4.295396)  0.133
H (3.071928, -2.881115, 1.522420)  0.129
H (3.969210, -1.366526, 1.835355)  0.127
H (0.508370, -0.234026, 1.828188)  0.062
H (1.347982, -1.228714, 0.570444)  0.078
H (2.190174, 0.107275, 1.311672)  -0.026
H (3.368413, -4.690817, 3.526499)  0.065
H (2.062532, -3.724987, 3.526472)  0.060
C (0.747883, 2.065239, 4.811848)  -0.027
C (-0.237606, 1.892166, 3.654722)  -0.425
C (-1.644316, 1.460821, 4.090019)  -0.182
O (-2.452221, 1.118749, 2.971428)  -0.289
C (-2.509524, -0.295389, 2.773805)  -0.066
N (-0.395840, 3.104338, 2.850557)  0.019
H (0.904529, 1.089623, 5.281312)  0.092
H (0.314073, 2.686684, 5.598886)  0.090
H (1.725815, 2.408525, 4.482441)  0.075
H (0.211588, 1.119177, 3.020658)  0.101
H (-2.113734, 2.333399, 4.554998)  0.135
H (-1.597456, 0.684694, 4.855584)  0.139
H (-2.721751, -0.492253, 1.725667)  0.090
H (-3.231794, -0.711737, 3.480072)  0.104
H (-1.582804, -0.824333, 3.019399)  0.095
H (0.505735, 3.464707, 2.467955)  0.049
H (-0.643458, 3.874008, 3.475134)  0.098
C (-2.787204, 2.922465, -4.539029)  -0.075
C (-3.765333, 1.835144, -4.141901)  -0.424
C (-3.699323, 0.556399, -4.982872)  -0.184
O (-2.700202, -0.380237, -4.637755)  -0.220
C (-1.363021, 0.030181, -4.833688)  -0.099
N (-3.739181, 1.655439, -2.684722)  0.046
H (-2.858801, 3.243841, -5.581296)  0.086
H (-1.748792, 2.586538, -4.467940)  0.055
H (-2.984673, 3.799756, -3.926756)  0.079
H (-4.729265, 2.328676, -4.309433)  0.140
H (-3.567403, 0.851256, -6.035759)  0.128
H (-4.629754, -0.003846, -5.094949)  0.130
H (-1.306241, 0.686479, -5.711348)  0.096
H (-0.740709, -0.843078, -5.005938)  0.094
H (-1.026937, 0.678903, -4.016813)  0.065
H (-4.569880, 1.099703, -2.473016)  0.083
H (-3.023387, 0.998319, -2.384452)  0.027
C (3.294241, 2.063963, -1.071076)  -0.034
C (3.077458, 2.557197, 0.346523)  -0.387
C (2.211553, 3.801652, 0.456215)  -0.176
O (1.925483, 4.197988, 1.802717)  -0.254
C (3.090729, 4.610401, 2.521863)  -0.063
N (2.507423, 1.447332, 1.151700)  0.048
H (3.886059, 1.151508, -1.024672)  0.090
H (3.857526, 2.810611, -1.632104)  0.090
H (2.353641, 1.859836, -1.586291)  0.072
H (4.031022, 2.778904, 0.834509)  0.135
H (1.227989, 3.637106, 0.005275)  0.126
H (2.634112, 4.613307, -0.145795)  0.135
H (3.610665, 5.404285, 1.984333)  0.101
H (3.728791, 3.752962, 2.737028)  0.089
H (2.749561, 5.042423, 3.462184)  0.096
H (1.774145, 1.011106, 0.598490)  0.051
H (2.037155, 1.868543, 1.946288)  0.083

Cartesian forces (eV/Å) of the 2 atoms listed first:
0.3 0.7 -0.3
-0.2 0.7 -0.1

2 unconnected molecules or ions with the total composition C16H17N at a distorted geometry, computed with wB97M-V/def2-TZVPD.

Results
Max |F|   1.48 eV/A
Structure (SMILES)   Cc1c[nH]c2ccccc12.Cc1ccccc1
ΔE to the lowest compared entry with this formula, charge and spin   11.1 kcal per mole
HOMO energy   -7.90 eV
Spin multiplicity   1
E   -674.63899 a.u.
Net charge   0

Each line ends with the Löwdin charge.
Atoms and positions in Å:
C (-1.612090, 3.626853, -2.124515)  -0.053
C (-1.581690, 2.913246, -0.812430)  -0.224
C (-2.656940, 2.614445, -0.043940)  -0.070
N (-2.331393, 1.698411, 0.946734)  0.073
C (-0.965484, 1.450378, 0.838152)  -0.241
C (-0.191233, 0.633613, 1.658300)  -0.032
C (1.169765, 0.679987, 1.438889)  -0.101
C (1.738238, 1.480159, 0.447013)  -0.094
C (0.927269, 2.215322, -0.394880)  -0.029
C (-0.458423, 2.224036, -0.210725)  -0.151
H (-0.897807, 3.236082, -2.854569)  0.077
H (-1.487310, 4.692730, -1.983886)  0.072
H (-2.538321, 3.471952, -2.691324)  0.077
H (-3.638609, 3.066501, -0.108503)  0.123
H (-2.789540, 1.781622, 1.840703)  0.146
H (-0.607925, -0.015995, 2.413224)  0.108
H (1.848327, -0.048116, 1.880831)  0.107
H (2.805903, 1.505016, 0.288190)  0.098
H (1.383727, 2.854667, -1.145925)  0.110
C (-0.640128, -1.471050, -1.155045)  -0.039
C (0.253611, -2.333582, -0.314948)  -0.268
C (-0.007231, -2.749211, 0.980827)  -0.068
C (0.927376, -3.520365, 1.651923)  -0.100
C (2.147629, -3.880379, 1.110020)  -0.096
C (2.466743, -3.320671, -0.119682)  -0.099
C (1.531788, -2.609059, -0.837784)  -0.057
H (-0.646078, -0.426015, -0.861082)  0.057
H (-1.686010, -1.793021, -1.104825)  0.084
H (-0.383466, -1.506369, -2.214088)  0.079
H (-0.991214, -2.565522, 1.381831)  0.109
H (0.718488, -3.841218, 2.662345)  0.098
H (2.833134, -4.517289, 1.646355)  0.098
H (3.479143, -3.447247, -0.483251)  0.100
H (1.879749, -2.099913, -1.723938)  0.107

Cartesian forces (eV/Å) of the 2 atoms listed first:
-0.2 0.0 -0.5
0.0 -0.6 -0.3

C6H10P2 in the gas phase at a distorted geometry, computed with wB97M-V/def2-TZVPD.

Results
Max |F|   4.51 eV/A
Structure (SMILES)   C=C/C=C\C=C(P)P
ΔE to the lowest compared entry with this formula, charge and spin   44.0 kcal per mole
HOMO energy   -8.31 eV
Spin multiplicity   1
E   -917.17529 a.u.
Net charge   0

Each line ends with the Löwdin charge.
Atoms and positions in Å:
C (-2.123606, -1.005070, -0.830080)  0.010
C (-2.544462, -0.347530, 0.266160)  -0.229
C (-2.124773, 0.909860, 0.803388)  -0.164
C (-0.867485, 1.169924, 1.170383)  -0.087
C (0.127193, 0.050252, 0.773253)  -0.230
C (1.445760, 0.064784, 0.505376)  -0.909
P (2.487015, -1.422056, 0.370896)  0.746
P (2.372746, 1.416788, -0.192793)  0.756
H (-2.594349, -1.921138, -1.194084)  0.062
H (-1.402630, -0.481925, -1.471531)  0.074
H (-3.215742, -0.951832, 0.942908)  0.122
H (-2.919161, 1.688569, 1.056164)  0.128
H (-0.641948, 2.108754, 1.707437)  0.107
H (-0.203393, -1.004248, 0.990216)  0.099
H (2.439171, -1.862245, 1.728474)  -0.096
H (3.716413, -0.841355, 0.482661)  -0.157
H (1.248726, 2.371430, -0.142061)  -0.072
H (2.168535, 0.984383, -1.396236)  -0.160

Cartesian forces (eV/Å) of the 2 atoms listed first:
-0.3 1.5 0.0
-1.2 -3.0 -0.3

A molecular structure, N4O12Pd at a distorted geometry, computed with wB97M-V/def2-TZVPD.

Results
⟨S²⟩   2.00
Max |F|   11.38 eV/A
ΔE to the lowest compared entry with this formula, charge and spin   40.0 kcal per mole
HOMO energy (spin up / spin down)   -1.31 / -1.31 eV
Spin multiplicity   3
E   -1249.19537 a.u.
Net charge   -2

Each line ends with the Löwdin charge.
Atoms and positions in Å:
Pd (-3.927625, -9.729382, -4.058054)  1.208
N (-6.135618, -10.798425, -3.187373)  -0.624
O (-6.230664, -10.650782, -4.399574)  -0.018
O (-5.042898, -10.606300, -2.535230)  -0.119
O (-7.018850, -11.110698, -2.492233)  0.085
N (-1.649859, -13.314340, -4.974791)  -0.653
O (-0.935129, -14.480600, -4.559023)  -0.271
O (-2.683077, -13.168092, -4.468434)  -0.012
O (-1.031055, -12.579737, -5.664540)  -0.045
N (-1.279068, -10.652706, -1.349273)  -0.539
O (-0.557258, -9.983408, -0.599858)  -0.064
O (-1.450800, -11.955939, -0.793481)  -0.221
O (-2.075560, -10.572073, -2.247410)  -0.079
N (-3.789140, -7.409309, -5.299339)  -0.450
O (-4.967249, -7.943875, -5.338618)  -0.064
O (-2.805395, -8.364221, -4.894720)  -0.228
O (-3.409432, -6.290279, -5.515187)  0.094

Cartesian forces (eV/Å) of the 2 atoms listed first:
0.2 -1.4 0.6
0.8 0.0 1.4